107
Properties=species:S:1:pos:R:3:forces:R:3:lowdin_charge:R:1 method="wB97M-V/def2-TZVPD" spin_multiplicity=1 molar_mass_g_mol=854.55 max_force_ev_per_a=1.31 lumo_ev=-0.49
C -2.852650 3.058271 2.833623 0.261 0.733 -0.124 -0.107
C -1.931493 4.229920 2.483905 0.581 -0.510 0.030 -0.249
C -0.842071 3.812526 1.472650 -0.214 0.032 -0.366 -0.205
C -1.042065 4.364686 0.042575 0.062 -0.334 0.004 -0.188
C -1.106911 3.295541 -1.068702 0.427 0.285 -0.103 -0.213
C 0.211782 3.169060 -1.839323 -0.016 0.183 0.420 -0.218
C 1.415559 2.726273 -0.990649 0.142 -0.027 -0.529 -0.180
C 1.786672 1.240531 -1.074056 0.176 0.226 0.313 -0.208
C 1.021105 0.383931 -0.059273 -0.141 0.248 -0.485 -0.165
C 0.932215 -1.167617 -0.254922 0.291 0.722 1.049 -0.245
B 2.261581 -1.859104 -0.829621 0.358 -0.567 -0.211 -0.513
C 2.696374 -3.367840 -0.545499 -0.600 0.530 -0.147 0.017
O 3.103946 -1.172723 -1.654277 -0.688 0.155 -0.392 0.165
C 0.782279 -1.730776 1.180485 0.679 -0.152 -0.559 -0.278
C 2.029120 -1.801339 2.034139 0.109 -0.292 0.873 -0.136
C 2.026874 -2.777224 3.045022 0.606 0.601 -0.214 0.009
C 3.139058 -2.884021 3.867338 -0.137 -0.003 -0.039 -0.044
C 4.219244 -2.023533 3.680684 -0.529 -0.147 -0.225 -0.132
N 4.244387 -1.100107 2.723598 -0.043 -0.193 0.120 0.086
C 3.173978 -1.004082 1.937288 -0.349 -0.152 -0.287 -0.076
O -0.196298 -0.956708 1.919975 -0.154 -0.165 0.047 -0.166
S -1.683286 -1.024434 1.404604 -0.891 0.183 0.064 0.542
O -2.468846 -1.773498 2.329483 0.229 -0.066 0.059 -0.315
O -2.130956 0.294896 1.085417 0.389 0.002 -0.199 -0.259
C -1.561687 -1.962787 -0.148990 0.360 -0.275 0.244 -0.693
I -1.837729 -4.055086 0.332650 -0.031 0.005 -0.052 1.084
C -0.334407 -1.638231 -1.050200 -0.062 0.235 -0.464 -0.653
Br -1.001648 -0.190329 -2.248244 -0.015 -0.029 0.079 0.990
C 0.016450 -2.769012 -2.027786 -0.979 -0.198 -0.599 -0.256
C -1.138442 -3.319959 -2.913170 0.327 -0.180 0.554 -0.130
C -0.797964 -3.311196 -4.376364 -0.329 -0.094 0.097 -0.661
F -0.408661 -2.133329 -4.854130 0.167 0.525 -0.093 0.132
F -1.842762 -3.707485 -5.113319 -0.310 -0.124 -0.140 0.143
F 0.200844 -4.175390 -4.621267 0.432 -0.258 -0.061 0.137
H -2.256684 2.217570 3.173608 -0.037 -0.192 0.051 0.064
H -3.398121 2.767614 1.939444 -0.215 -0.237 0.056 0.069
H -3.532798 3.362444 3.626118 -0.260 -0.169 -0.011 0.063
H -2.506291 5.058762 2.077747 -0.070 0.177 0.073 0.087
H -1.430819 4.568812 3.389621 -0.132 0.189 0.146 0.097
H 0.148928 4.085378 1.831662 0.048 0.132 0.116 0.100
H -0.836472 2.723858 1.405761 0.005 -0.125 0.098 0.080
H -0.231045 5.052954 -0.196160 -0.005 0.185 -0.035 0.105
H -1.961902 4.945348 0.000609 -0.085 0.089 0.111 0.097
H -1.370265 2.333394 -0.633767 -0.308 -0.070 -0.052 0.062
H -1.870705 3.603601 -1.781372 -0.207 -0.248 -0.065 0.105
H 0.113767 2.512323 -2.701632 -0.081 -0.140 -0.071 0.075
H 0.433520 4.157331 -2.245993 0.004 0.094 -0.063 0.104
H 1.288175 3.035024 0.045993 -0.007 0.005 0.154 0.101
H 2.278824 3.275854 -1.366470 0.128 0.065 0.082 0.108
H 2.850626 1.174039 -0.845345 0.084 -0.158 -0.050 0.105
H 1.688289 0.900356 -2.099863 -0.137 -0.112 -0.085 0.090
H 1.464189 0.597022 0.906353 0.079 -0.096 0.225 0.114
H 0.019556 0.794562 0.047446 -0.139 -0.145 -0.099 0.062
H 2.020298 -3.936304 0.088878 0.087 -0.132 0.118 0.065
H 3.691572 -3.345416 -0.107603 0.142 -0.205 0.039 0.084
H 2.728418 -3.865357 -1.517000 0.238 -0.210 -0.023 0.072
H 3.569250 -1.781513 -2.235836 0.575 0.035 0.205 0.106
H 0.445038 -2.763030 1.110618 -0.199 -0.021 0.163 0.068
H 1.176461 -3.431723 3.174011 -0.095 -0.050 0.008 0.128
H 3.171117 -3.628729 4.648930 0.021 -0.031 0.058 0.103
H 5.082880 -2.102350 4.324333 0.156 0.087 0.017 0.105
H 3.248937 -0.264109 1.154920 0.052 0.174 -0.086 0.115
H -2.465002 -1.674865 -0.669204 -0.221 -0.084 0.027 0.044
H 0.412920 -3.615407 -1.480839 0.276 0.040 0.095 0.073
H 0.746814 -2.379511 -2.732540 0.428 0.076 0.261 0.115
H -2.095009 -2.843454 -2.735043 -0.068 0.275 -0.188 0.106
H -1.278228 -4.372226 -2.682491 -0.127 -0.106 0.033 0.097
C -8.871612 3.450889 5.580841 0.052 0.094 0.030 -0.113
C -8.801567 4.754454 4.790654 -0.075 -0.059 0.014 -0.272
C -9.103314 4.581546 3.303011 0.005 0.036 -0.025 -0.231
C -8.131892 3.669978 2.551848 -0.004 -0.041 0.016 -0.229
C -6.666133 4.093621 2.623198 0.008 0.033 -0.121 -0.273
C -6.395867 5.461575 2.003453 0.065 -0.040 0.091 -0.104
H -8.129687 2.729194 5.236615 -0.010 -0.016 -0.007 0.065
H -8.686036 3.630996 6.640643 -0.009 -0.027 0.006 0.068
H -9.858763 2.993365 5.488351 0.006 -0.030 -0.024 0.074
H -7.817056 5.210817 4.924266 0.002 0.013 -0.016 0.097
H -9.523223 5.461078 5.208896 0.022 0.021 0.008 0.103
H -9.121667 5.566627 2.828364 0.010 -0.006 -0.009 0.100
H -10.114564 4.177526 3.191250 -0.006 0.000 0.017 0.108
H -8.437374 3.628644 1.501461 0.012 0.008 -0.009 0.109
H -8.223190 2.647158 2.927626 -0.011 0.007 0.015 0.101
H -6.064254 3.347501 2.098691 0.016 -0.024 0.042 0.097
H -6.319712 4.087193 3.660255 -0.012 -0.023 0.010 0.096
H -6.700294 5.480732 0.954896 -0.028 0.018 0.000 0.076
H -5.331836 5.700446 2.046889 -0.002 0.013 -0.022 0.060
H -6.930312 6.256289 2.526383 -0.012 0.009 -0.017 0.066
C 5.578317 -4.354867 -5.700260 0.084 -0.063 0.005 -0.108
C 6.249622 -5.110142 -4.556619 -0.100 0.056 -0.050 -0.267
C 5.980628 -4.497694 -3.184169 0.019 -0.005 0.080 -0.229
C 6.490891 -3.067084 -2.994178 -0.130 0.020 -0.069 -0.236
C 7.987012 -2.876245 -3.229842 0.038 0.018 0.126 -0.266
C 8.859411 -3.676591 -2.267091 0.017 0.017 -0.100 -0.109
H 5.949767 -3.332382 -5.782970 -0.015 0.010 0.001 0.066
H 5.767114 -4.849331 -6.653673 -0.022 0.017 -0.014 0.070
H 4.496256 -4.313001 -5.556435 -0.006 0.033 0.007 0.072
H 7.326112 -5.168955 -4.737534 0.010 -0.001 0.021 0.099
H 5.885330 -6.140437 -4.551023 0.030 -0.014 0.001 0.105
H 6.416043 -5.144754 -2.417839 -0.011 0.020 0.021 0.103
H 4.899801 -4.502243 -3.001281 -0.004 -0.046 -0.009 0.095
H 6.244148 -2.745315 -1.976233 0.052 0.005 0.026 0.105
H 5.941234 -2.393271 -3.660158 0.011 -0.012 -0.022 0.099
H 8.221458 -1.814811 -3.117724 -0.001 0.006 -0.035 0.106
H 8.241942 -3.136684 -4.260421 -0.026 -0.001 -0.013 0.100
H 8.643964 -3.406764 -1.231306 -0.016 -0.024 0.011 0.075
H 9.916381 -3.480408 -2.450257 0.007 -0.007 0.025 0.070
H 8.703087 -4.750728 -2.377115 -0.007 -0.005 0.017 0.065



111
Properties=species:S:1:pos:R:3:forces:R:3:lowdin_charge:R:1 method="wB97M-V/def2-TZVPD" spin_multiplicity=1 total_charge=-1 de_lowest_kj_mol=0.0 molar_mass_g_mol=885.12 max_force_ev_per_a=0.48 lumo_ev=1.76
Cs -0.047792 0.143361 -0.011866 0.134 0.461 0.064 1.044
C 3.553794 -0.536339 -0.256362 -0.022 0.025 0.031 -0.113
N 3.206895 0.502033 -1.210185 0.036 0.006 -0.067 -0.276
C 3.861824 1.747675 -0.853256 -0.020 0.002 0.004 -0.094
C 3.566315 0.121082 -2.565450 -0.001 -0.034 0.027 -0.219
C 2.723295 -1.001885 -3.150264 -0.005 0.018 0.014 -0.211
N 1.295279 -0.743398 -3.130922 -0.013 0.078 -0.021 -0.266
C 0.955172 0.487918 -3.824670 0.024 -0.102 0.065 -0.095
C 0.577301 -1.869026 -3.695013 -0.017 -0.009 0.010 -0.100
H 4.641650 -0.728363 -0.241132 0.003 -0.007 -0.002 0.093
H 3.032802 -1.462808 -0.483897 -0.010 -0.007 0.004 0.057
H 3.247886 -0.231407 0.745949 0.006 0.007 0.012 0.077
H 4.962561 1.656956 -0.875861 0.006 0.010 0.007 0.093
H 3.562920 2.048873 0.149395 0.008 -0.010 -0.010 0.058
H 3.563989 2.535923 -1.544446 0.005 0.016 -0.009 0.081
H 4.627076 -0.190257 -2.618766 -0.003 0.001 -0.007 0.124
H 3.475536 1.006863 -3.196339 0.011 0.011 -0.009 0.107
H 2.901538 -1.933392 -2.607680 0.005 -0.008 0.000 0.112
H 3.079539 -1.167436 -4.186486 0.000 -0.006 0.003 0.123
H 1.356219 0.508675 -4.853933 0.002 0.019 -0.009 0.095
H 1.342521 1.347116 -3.277445 -0.008 0.047 -0.025 0.077
H -0.127686 0.587193 -3.869768 0.010 -0.006 -0.010 0.067
H 0.834870 -2.036865 -4.756630 0.007 -0.003 -0.003 0.089
H -0.496100 -1.700099 -3.616238 -0.004 0.006 0.000 0.071
H 0.811671 -2.775439 -3.134833 -0.003 -0.007 0.005 0.085
O 1.024328 -2.445256 0.502970 0.119 -0.363 0.061 -0.140
C 0.822619 -3.637798 0.374863 -0.047 0.003 0.005 -0.221
C -0.283813 -4.286960 -0.310852 -0.001 -0.018 0.024 -0.115
C -0.328626 -5.675231 -0.220500 0.023 0.049 -0.025 0.034
C -1.347146 -6.393143 -0.804541 0.027 -0.108 -0.029 -0.175
C -2.364680 -5.732590 -1.517015 -0.006 -0.009 -0.023 -0.007
C -2.341772 -4.377308 -1.630619 0.026 0.009 -0.007 -0.007
C -1.309770 -3.561553 -1.032090 -0.058 0.010 0.023 -0.384
O -1.326587 -2.311107 -1.138103 -0.137 -0.043 -0.054 -0.169
N -1.375490 -7.832101 -0.683791 -0.121 0.013 0.183 -0.372
O -2.308913 -8.436786 -1.195690 0.104 0.041 -0.036 0.037
O -0.483585 -8.384050 -0.054055 -0.002 0.028 -0.099 0.039
H 1.538960 -4.356393 0.827453 -0.016 -0.011 0.002 0.124
H 0.445060 -6.203625 0.322672 -0.001 -0.008 0.000 0.122
H -3.151652 -6.322257 -1.965811 0.000 0.007 -0.004 0.114
H -3.119116 -3.861088 -2.181324 -0.007 -0.005 0.003 0.103
C 0.995905 0.125890 3.801229 -0.007 0.042 -0.050 -0.169
O 0.714146 1.111122 2.838876 -0.012 -0.065 0.128 -0.408
Si 1.116498 2.749395 3.057504 0.069 0.041 -0.164 0.268
C 2.996449 2.811775 2.736937 -0.062 0.023 -0.003 -0.152
C 1.004231 3.094082 4.919364 -0.043 -0.064 -0.013 -0.170
C 0.081203 3.743382 1.996281 0.023 0.024 0.020 -0.429
Si 0.784237 5.206176 1.202108 -0.009 -0.026 -0.079 0.347
C -0.488954 6.411605 0.471841 -0.073 -0.017 0.064 -0.183
C 1.835361 6.299917 2.347485 -0.050 -0.005 0.027 -0.191
C 1.926315 4.874361 -0.285214 0.027 -0.025 0.033 -0.181
Si -1.689717 3.716330 2.398052 -0.030 -0.009 0.005 0.352
C -2.235407 2.182028 3.368915 0.049 -0.019 -0.037 -0.178
C -2.288592 5.119731 3.538759 0.022 0.019 -0.042 -0.186
C -2.825447 3.773796 0.879174 0.024 -0.004 0.076 -0.172
H 0.625963 0.409116 4.791745 -0.003 -0.024 0.012 0.073
H 2.073479 -0.069855 3.881301 0.004 -0.005 0.021 0.082
H 0.502311 -0.805418 3.510329 0.025 -0.012 -0.025 0.078
H 3.548021 3.078489 3.641986 -0.004 0.013 0.013 0.027
H 3.275077 3.526300 1.962192 0.015 0.002 -0.009 -0.005
H 3.346929 1.823888 2.422020 0.011 0.000 0.003 0.012
H 1.642387 2.447655 5.529245 0.024 -0.007 -0.012 0.022
H -0.015698 3.023474 5.299237 -0.029 0.016 0.041 0.011
H 1.336812 4.125082 5.070134 0.005 0.018 -0.002 0.028
H -1.290425 6.649955 1.174377 0.021 0.025 -0.014 0.009
H -0.956257 6.021601 -0.434969 0.003 0.010 0.113 -0.009
H 0.014812 7.347749 0.212678 0.018 0.007 -0.020 0.027
H 1.203602 6.692042 3.150172 0.007 0.008 0.010 0.023
H 2.277008 7.149042 1.817031 0.004 0.007 -0.014 0.017
H 2.645960 5.737435 2.817436 0.013 -0.021 0.002 0.011
H 1.431929 4.264365 -1.047260 0.036 0.032 0.027 0.001
H 2.830670 4.343410 0.016363 0.023 -0.004 -0.015 -0.005
H 2.238990 5.813329 -0.753974 -0.013 0.017 0.002 0.028
H -1.738091 2.146558 4.339641 -0.003 -0.026 0.055 0.013
H -2.007266 1.248733 2.855142 -0.012 -0.024 -0.035 0.009
H -3.313425 2.218811 3.558428 -0.017 0.040 -0.021 0.031
H -1.764456 5.045515 4.496238 0.011 0.009 0.008 0.019
H -3.362325 5.043241 3.738675 -0.009 -0.010 -0.009 0.018
H -2.093115 6.116424 3.137192 0.010 -0.001 -0.002 0.004
H -2.650262 2.912439 0.228865 0.008 -0.003 -0.009 0.005
H -2.647277 4.670908 0.286041 -0.018 0.040 -0.050 0.010
H -3.879911 3.768161 1.174893 -0.006 -0.005 0.000 0.028
C -4.334721 -2.092031 0.737208 0.000 0.024 0.024 -0.154
C -5.006381 -0.720945 0.643373 0.012 -0.007 -0.019 -0.146
C -3.819646 0.243878 0.708666 -0.015 -0.053 0.062 -0.189
O -2.733383 -0.487565 1.295622 0.009 -0.006 0.015 -0.265
C -3.168812 -1.788663 1.664027 -0.039 -0.050 -0.034 -0.195
H -3.951225 -2.401908 -0.235723 0.004 -0.003 -0.004 0.086
H -4.991531 -2.871267 1.123778 -0.003 -0.007 -0.007 0.113
H -5.669898 -0.569068 1.497406 -0.005 0.005 -0.008 0.110
H -5.587710 -0.588295 -0.268891 -0.004 -0.001 0.002 0.107
H -4.027737 1.128582 1.313719 0.027 -0.026 0.004 0.103
H -3.496844 0.567557 -0.281329 -0.055 0.042 0.003 0.085
H -3.489082 -1.793421 2.714398 0.011 -0.004 0.001 0.125
H -2.329822 -2.475825 1.545083 0.020 0.023 -0.002 0.116
N -3.217066 -0.790299 -2.629815 -0.059 -0.035 -0.026 0.123
C -2.934268 0.506955 -2.862579 0.042 -0.027 -0.062 -0.707
N -1.990100 1.157673 -2.266121 -0.042 0.111 -0.013 0.024
C -1.949508 2.477950 -2.695361 -0.051 -0.016 0.034 -0.328
C -1.056326 3.442039 -2.236683 -0.059 0.042 0.022 -0.024
C -1.133005 4.724787 -2.751223 0.041 -0.066 -0.050 -0.085
C -2.088008 5.060415 -3.710875 -0.017 0.011 -0.009 -0.090
C -2.991097 4.114417 -4.169235 -0.009 -0.021 0.008 -0.100
C -2.909166 2.830138 -3.653600 0.050 -0.001 -0.049 -0.476
S -3.886420 1.432616 -4.027519 -0.006 -0.009 0.044 1.059
H -2.551893 -1.365295 -2.091808 0.027 0.012 0.040 0.057
H -3.893814 -1.249920 -3.210573 0.024 -0.022 -0.012 0.092
H -0.345100 3.203867 -1.454123 -0.031 -0.049 -0.018 0.087
H -0.445671 5.477119 -2.387081 0.004 -0.013 -0.067 0.092
H -2.135245 6.071218 -4.094326 0.009 0.006 0.004 0.099
H -3.742615 4.371888 -4.904117 0.004 0.013 -0.011 0.102



Computed orbital gap (eV) in order:
9.6311; 5.8266